Record 1
{
  "formula": "C15H31CoNO3P2",
  "method": "ωB97M-V/def2-TZVPD",
  "species": ["P", "P", "C", "C", "H", "H", "H", "H", "C", "H", "H", "H", "C", "H", "H", "H", "C", "H", "H", "H", "C", "H", "H", "H", "Co", "C", "C", "C", "C", "C", "C", "C", "C", "C", "H", "H", "H", "H", "H", "H", "H", "H", "H", "H", "H", "H", "H", "H", "H", "O", "N", "O", "O"],
  "coordinates": [[0.2609, -2.2397, 0.9390], [0.3312, 2.4270, 2.5635], [-0.2014, 0.9882, 0.2144], [0.3518, 2.2756, 0.6461], [-1.2738, 0.8131, 0.4519], [0.5513, 0.0888, 0.0127], [1.4140, 2.2695, 0.3942], [-0.1543, 3.1832, 0.2447], [-1.4414, 2.6249, 2.7984], [-1.5827, 3.1430, 3.7501], [-1.9147, 1.6424, 2.8756], [-1.8878, 3.1927, 1.9683], [1.1975, 3.9720, 2.6556], [0.7344, 4.7427, 2.0197], [2.2357, 3.7997, 2.3231], [1.1910, 4.2842, 3.7073], [-0.9979, -3.5629, 0.8582], [-0.9287, -4.2276, 1.7338], [-0.8598, -4.1564, -0.0573], [-1.9850, -3.0754, 0.8259], [1.7698, -3.2608, 0.8899], [2.6482, -2.6029, 1.0180], [1.8545, -3.7497, -0.0960], [1.7611, -4.0403, 1.6763], [0.0025, -0.3421, -1.5968], [0.5806, 1.0273, -2.7277], [-0.8312, 1.0555, -2.4928], [-1.8782, 0.3663, -3.3428], [-1.4208, -1.0716, -3.7732], [-0.5482, -1.7165, -2.6964], [0.8823, -1.7129, -2.5616], [1.8877, -1.0211, -3.4740], [1.2963, 0.3671, -3.9026], [0.1532, -1.8221, 2.7207], [1.2194, 1.7266, -2.1517], [-1.2441, 1.9058, -1.8911], [-2.1637, 0.9549, -4.2274], [-2.8051, 0.2306, -2.7563], [-2.3038, -1.7224, -3.8732], [-0.9598, -1.0644, -4.7717], [-1.0316, -2.5230, -2.1262], [1.3079, -2.4706, -1.8874], [2.2245, -1.6291, -4.3380], [2.8086, -0.8618, -2.8796], [2.1318, 1.0338, -4.1795], [0.5967, 0.2725, -4.7566], [0.8789, -1.0263, 2.9450], [0.3724, -2.7225, 3.3132], [-0.8344, -1.4411, 2.9537], [-1.7877, 0.5627, 5.0361], [-1.4043, 1.3047, 5.9263], [-1.2141, 2.5225, 5.8315], [1.0103, 1.2859, 3.2668]],
  "atomic_forces_ev_per_a": [[-0.24, -0.33, 0.42], [-0.24, -1.71, -0.45], [0.09, -0.36, 0.56], [0.63, -0.47, 0.13], [0.84, -0.49, -0.24], [-1.36, 1.79, 1.40], [0.08, 0.44, -0.11], [0.21, -0.59, 0.24], [0.09, 0.45, -0.20], [-0.20, -0.28, 0.13], [0.19, 0.10, 0.28], [0.22, 0.01, 0.11], [0.31, 0.71, 0.32], [0.10, -0.23, 0.30], [-0.41, 0.07, 0.22], [0.10, 0.10, -0.24], [-0.29, -0.04, -0.24], [-0.08, 0.23, -0.29], [-0.14, 0.10, 0.21], [0.20, -0.37, 0.08], [0.56, -0.11, -0.12], [-0.28, -0.39, 0.04], [0.02, 0.10, 0.37], [0.05, 0.41, -0.35], [0.36, -1.09, 6.80], [-0.80, 1.91, -1.87], [0.19, 3.26, -2.14], [-0.17, -0.80, -0.22], [-0.29, -0.29, -0.29], [1.17, -2.26, -2.03], [-0.56, -1.85, -1.96], [-0.17, 0.45, 0.20], [0.19, 0.06, -0.19], [0.68, 0.11, -0.34], [-0.59, -0.36, -0.13], [0.63, -1.00, -0.28], [0.17, -0.08, 0.21], [0.40, 0.31, -0.08], [0.18, 0.37, -0.03], [0.08, 0.00, 0.46], [0.06, 0.48, 0.05], [-0.30, 0.37, -0.18], [-0.49, 0.24, 0.34], [-0.38, 0.05, -0.22], [-0.42, -0.31, -0.18], [0.63, 0.03, 0.41], [-0.31, -0.17, 0.12], [-0.13, 0.26, -0.11], [-0.16, 0.12, 0.18], [-0.58, 0.57, -2.35], [0.96, -1.36, 4.23], [-0.38, 0.74, -1.96], [-0.41, 1.10, -1.04]],
  "de_lowest_kj_mol": 0.0,
  "lumo_energy_ev": [-2.0, -2.1],
  "spin_multiplicity": 4,
  "e_tot_ev": -79885.6264,
  "fmax_ev_per_a": 6.9,
  "total_charge": 0
}

Record 2
{
  "formula": "C15H31F5OP2PdTe",
  "method": "ωB97M-V/def2-TZVPD",
  "species": ["P", "P", "C", "C", "H", "H", "H", "H", "C", "H", "H", "H", "C", "H", "H", "H", "C", "H", "H", "H", "C", "H", "H", "H", "Pd", "C", "C", "C", "C", "C", "C", "C", "C", "C", "H", "H", "H", "H", "H", "H", "H", "H", "H", "H", "H", "H", "H", "H", "H", "F", "Te", "F", "F", "F", "F", "O"],
  "coordinates": [[-0.3276, -1.9943, -1.8572], [0.1380, 1.8782, -1.6413], [-0.7216, -0.5918, -2.9615], [0.3030, 0.5632, -2.9160], [-1.7509, -0.2639, -2.7783], [-0.7386, -1.0062, -3.9769], [1.3405, 0.1832, -2.8725], [0.2054, 1.1322, -3.8577], [-1.2251, 2.8550, -2.3529], [-1.6321, 3.5416, -1.6069], [-2.0213, 2.2039, -2.7219], [-0.8502, 3.4360, -3.2004], [1.5025, 2.9846, -2.1826], [1.1895, 3.4803, -3.1061], [2.4347, 2.4474, -2.3700], [1.6790, 3.7619, -1.4322], [-1.6032, -3.2612, -1.8935], [-1.5351, -3.9101, -1.0134], [-1.4904, -3.8923, -2.7846], [-2.6004, -2.8139, -1.9226], [1.1706, -2.7422, -2.5999], [1.9452, -1.9737, -2.7428], [0.9286, -3.1943, -3.5751], [1.5738, -3.5127, -1.9233], [-1.0701, -1.8035, 3.6916], [0.2551, 2.1214, 0.1475], [-1.1827, 1.8588, 0.2799], [-1.7473, 0.5003, 0.0408], [-0.8834, -0.6753, 0.5582], [0.2912, -1.2782, -0.3354], [1.6950, -0.8398, -0.3716], [2.2335, 0.4491, -0.0327], [1.3771, 1.3438, 0.8831], [0.0291, -3.1847, 4.3517], [0.4997, 3.1896, 0.2871], [-1.7949, 2.5225, 0.9154], [-2.0551, 0.3799, -1.0104], [-2.6972, 0.4836, 0.6018], [-0.4009, -0.3755, 1.4907], [-1.5550, -1.5152, 0.8353], [0.4085, -2.2926, 0.1625], [2.3763, -1.6855, -0.4796], [2.5362, 1.0074, -0.9577], [3.1862, 0.2779, 0.4916], [1.0076, 0.8116, 1.7558], [2.0530, 2.1087, 1.2683], [1.0707, -3.0352, 3.9986], [-0.4454, -4.1182, 4.0029], [-0.0892, -2.9985, 5.4301], [-0.2299, 2.4579, 3.2780], [-0.4739, 1.0665, 4.5996], [-1.8638, 2.0308, 5.4617], [0.8463, 1.9834, 5.6493], [1.0100, 0.0314, 3.8269], [-0.5999, -0.3009, 5.9796], [-1.7015, 0.1678, 3.4889]],
  "atomic_forces_ev_per_a": [[1.65, 0.43, -2.16], [1.83, 3.44, -3.02], [-0.27, -0.30, -0.35], [0.21, -1.21, 0.40], [0.21, 0.04, -0.06], [0.06, 0.07, 0.05], [-0.47, 0.15, -0.07], [0.06, 0.05, 0.50], [-0.57, -0.14, 0.31], [-0.02, -0.07, -0.16], [-0.09, 0.12, 0.20], [0.01, -0.21, 0.16], [0.19, -0.06, -0.50], [0.30, -0.11, 0.08], [-0.04, 0.15, 0.02], [-0.02, -0.21, -0.13], [-0.45, 0.09, 0.42], [0.04, 0.12, -0.09], [0.19, 0.30, 0.13], [0.08, -0.02, 0.10], [-0.24, -0.03, -0.07], [-0.32, -0.31, 0.03], [0.04, 0.10, 0.39], [-0.16, 0.18, -0.27], [-2.53, 1.20, -1.49], [-0.35, -0.79, 0.17], [-1.19, 0.08, 2.94], [-0.39, -0.13, 0.49], [0.61, -0.12, -0.26], [-1.89, -2.18, 2.19], [-0.21, -1.23, -0.25], [0.86, 1.27, 0.51], [0.44, 0.23, -0.33], [2.32, -1.35, 1.19], [-0.47, -0.35, -0.52], [0.41, -0.21, -0.59], [0.05, -0.18, 0.17], [0.31, -0.15, -0.27], [-0.34, -0.06, -0.10], [0.31, 0.34, -0.41], [-0.10, 0.63, -0.03], [0.02, 0.48, -0.10], [-0.08, -0.22, 0.66], [-0.12, 0.07, -0.22], [0.10, 0.07, -0.21], [-0.08, -0.06, 0.09], [-0.61, -0.34, 0.24], [0.08, 0.23, 0.07], [0.19, -0.42, -0.15], [-0.05, -1.22, 1.12], [-0.33, 0.75, 0.95], [1.52, -0.66, -0.74], [-1.63, -1.21, -1.30], [-1.10, 1.00, 0.60], [0.33, 1.39, -1.36], [1.71, 0.55, 1.06]],
  "de_lowest_kj_mol": 0.0,
  "lumo_energy_ev": [-6.7, -7.6],
  "spin_multiplicity": 5,
  "e_tot_ev": -61021.1812,
  "fmax_ev_per_a": 4.9,
  "total_charge": 2
}

Record 3
{
  "formula": "C15H31HfNO3P2",
  "method": "ωB97M-V/def2-TZVPD",
  "species": ["P", "P", "C", "C", "H", "H", "H", "H", "C", "H", "H", "H", "C", "H", "H", "H", "C", "H", "H", "H", "C", "H", "H", "H", "Hf", "C", "C", "C", "C", "C", "C", "C", "C", "C", "H", "H", "H", "H", "H", "H", "H", "H", "H", "H", "H", "H", "H", "H", "H", "O", "N", "O", "O"],
  "coordinates": [[1.4462, 1.6208, -0.8377], [1.4692, -1.8850, -0.8086], [2.7689, 0.4777, -1.3519], [2.3148, -0.8272, -2.0279], [3.4251, 0.3055, -0.4821], [3.3933, 1.0129, -2.0835], [1.6594, -0.6825, -2.9137], [3.1748, -1.4471, -2.3382], [2.7896, -2.6231, 0.1929], [2.3454, -3.2512, 0.9843], [3.4535, -1.8524, 0.6241], [3.3435, -3.2520, -0.5219], [0.6041, -3.2276, -1.6142], [1.3878, -3.9944, -1.7461], [0.1904, -2.9165, -2.5934], [-0.1860, -3.6104, -0.9426], [2.2448, 3.1770, -0.3992], [1.5003, 3.9127, -0.0687], [2.7350, 3.5657, -1.2994], [3.0029, 3.0158, 0.3730], [0.8295, 2.1602, -2.4931], [0.4809, 1.3300, -3.1299], [1.6989, 2.6309, -2.9873], [0.0555, 2.9396, -2.3955], [-2.5551, 1.1799, 1.3058], [-1.4739, -2.2756, 0.5560], [-0.9069, -1.9526, 1.7591], [0.3228, -1.0894, 1.8683], [0.3547, 0.4555, 2.0549], [0.3723, 1.3340, 0.7544], [-0.7182, 1.1061, -0.2679], [-1.0034, -0.2431, -0.8463], [-2.1351, -1.0984, -0.2483], [-4.2634, 1.7829, 0.2728], [-1.7185, -3.2777, 0.1808], [-1.3593, -2.1934, 2.7130], [0.9215, -1.2077, 0.8989], [0.9572, -1.5138, 2.6688], [-0.3444, 0.8150, 2.8460], [1.3286, 0.6081, 2.5638], [0.3916, 2.3774, 1.1141], [-1.1500, 1.9246, -0.8503], [-0.0485, -0.8541, -0.7094], [-1.0834, -0.2034, -1.9508], [-2.9883, -0.5660, 0.3232], [-2.6668, -1.5027, -1.1302], [-4.9548, 1.0196, -0.0979], [-3.8236, 2.3154, -0.5907], [-4.8164, 2.5029, 0.9053], [-3.4253, 0.8842, 4.9356], [-3.1508, 0.9317, 3.7834], [-3.6347, 0.1039, 2.8560], [-2.5555, 2.0580, 3.1919]],
  "atomic_forces_ev_per_a": [[1.66, 0.69, 1.10], [0.48, 0.29, 0.56], [0.53, -0.39, -0.10], [0.23, -1.08, -0.27], [-0.28, -0.14, -0.23], [-0.25, 0.26, 0.26], [0.46, 0.08, 0.53], [-0.02, 0.75, -0.33], [0.37, -0.52, -0.80], [0.26, 0.30, -0.30], [-0.34, -0.42, -0.14], [0.30, -0.04, 0.65], [0.58, -0.87, -0.62], [-0.71, -0.16, -0.39], [0.17, -0.30, 0.53], [0.62, 0.10, -0.62], [0.58, 0.15, -0.23], [0.20, -0.19, -0.02], [0.00, 0.07, 0.31], [-0.20, 0.12, 0.04], [-0.66, -0.21, -0.06], [-0.04, 0.39, 0.38], [-0.24, -0.36, 0.32], [0.26, -0.43, -0.07], [1.42, -0.63, -1.01], [-1.98, 1.01, 0.06], [-0.12, 1.02, -0.04], [0.40, 1.65, -0.21], [1.78, -0.73, -0.05], [0.97, 0.78, -1.42], [-5.37, 0.58, 2.13], [0.67, 0.27, -1.08], [2.06, -1.26, -1.45], [-0.34, 0.56, -0.18], [-1.18, 0.24, 1.22], [0.87, -2.02, 0.17], [-0.98, -0.04, 1.51], [-0.64, 0.07, -0.11], [-0.02, 0.22, -0.70], [-0.46, 0.31, -0.24], [-0.16, -0.24, -0.21], [0.64, 0.31, 0.09], [-1.33, 0.76, 0.04], [-0.37, 0.18, 0.47], [0.40, -1.20, -0.48], [-0.24, 0.12, 0.76], [0.02, 0.11, 0.03], [-0.30, 0.08, -0.05], [0.02, -0.13, -0.35], [1.31, -0.10, -2.48], [-2.49, 1.41, 0.52], [1.87, 0.66, 1.36], [-0.37, -2.10, 1.20]],
  "de_lowest_kj_mol": 315.8,
  "lumo_energy_ev": -7.6,
  "spin_multiplicity": 1,
  "e_tot_ev": -43548.0748,
  "fmax_ev_per_a": 5.8,
  "total_charge": 2
}

Record 4
{
  "formula": "C15H31IN2O2P",
  "method": "ωB97M-V/def2-TZVPD",
  "species": ["C", "C", "C", "C", "C", "N", "C", "C", "P", "C", "O", "C", "C", "I", "C", "C", "H", "H", "H", "H", "H", "H", "H", "H", "H", "H", "H", "H", "H", "H", "H", "H", "H", "H", "H", "H", "H", "H", "H", "H", "C", "C", "O", "N", "C", "H", "H", "H", "H", "H", "H", "H"],
  "coordinates": [[-3.4382, 2.5239, 1.4063], [-3.5819, 1.1542, 0.7352], [-2.6400, 0.9410, -0.4511], [-1.1727, 1.2820, -0.1843], [-0.3720, 0.0790, 0.2560], [-0.8453, -0.4320, 1.5494], [-0.0494, -0.2416, 2.5161], [1.1814, 0.4780, 2.1113], [2.6533, -0.1073, 3.1124], [3.5982, 1.4371, 3.3982], [3.6603, -0.8587, 2.0389], [1.1299, 0.1905, 0.5887], [2.1252, 0.8933, -0.3378], [1.6442, 0.3955, -2.3760], [2.4129, 2.3796, -0.1232], [1.3973, 3.3968, -0.6174], [-4.3701, 2.8417, 1.8542], [-2.7132, 2.4523, 2.2154], [-3.0589, 3.2659, 0.7160], [-4.5999, 1.0758, 0.3708], [-3.4408, 0.3604, 1.4637], [-2.9847, 1.4798, -1.3240], [-2.6965, -0.1116, -0.7301], [-1.0545, 2.0838, 0.5423], [-0.7414, 1.6297, -1.1105], [-0.4545, -0.6826, -0.5168], [-1.7447, -0.8852, 1.6904], [-0.2332, -0.5685, 3.5267], [1.0398, 1.5513, 2.2754], [3.3830, 1.8300, 4.3804], [3.4039, 2.1608, 2.6134], [4.6393, 1.1487, 3.3130], [3.1811, -1.4283, 1.4144], [1.4490, -0.8558, 0.5186], [3.0654, 0.3864, -0.1788], [2.5404, 2.5272, 0.9473], [3.3780, 2.5804, -0.5719], [0.9753, 3.1565, -1.5859], [1.8943, 4.3547, -0.7257], [0.6002, 3.5635, 0.0975], [-2.0244, -3.1445, -3.2086], [-0.9148, -3.1296, -2.1887], [-0.8735, -2.2922, -1.2887], [0.0452, -4.0724, -2.2943], [0.1612, -5.1328, -3.2828], [-2.7099, -2.3315, -2.9904], [-1.6240, -3.0060, -4.2130], [-2.5720, -4.0860, -3.1662], [0.7573, -4.0065, -1.5837], [0.1566, -6.1026, -2.7851], [1.0986, -5.0266, -3.8288], [-0.6607, -5.0975, -3.9882]],
  "atomic_forces_ev_per_a": [[0.41, -0.65, 0.35], [-0.07, 0.62, -0.40], [0.04, -0.44, 0.40], [-0.02, 0.18, 0.24], [0.58, 0.17, -0.75], [-0.75, -0.63, 0.11], [0.58, 0.65, 0.50], [0.26, 0.29, -0.92], [0.11, -0.45, 1.19], [-0.24, -0.48, -0.89], [-0.46, 0.29, -0.70], [0.37, -0.40, -0.08], [-0.25, 0.43, 0.41], [0.23, -0.01, -0.07], [-0.45, -0.15, -0.29], [0.21, 0.34, 0.15], [-0.17, 0.20, -0.02], [0.13, 0.18, 0.14], [-0.19, 0.29, -0.20], [-0.20, -0.29, -0.07], [-0.16, -0.14, 0.25], [-0.15, 0.35, -0.06], [0.02, -0.15, -0.21], [-0.15, 0.21, 0.03], [0.30, 0.08, -0.19], [-0.35, -0.09, 0.36], [0.08, 0.00, -0.28], [-0.33, -0.12, 0.15], [-0.09, 0.08, 0.34], [-0.03, 0.12, 0.20], [0.06, 0.26, 0.14], [0.28, 0.00, 0.23], [0.35, -0.01, 0.35], [-0.13, -0.21, -0.09], [0.23, -0.14, -0.07], [0.13, -0.01, 0.10], [0.20, 0.03, -0.15], [-0.07, -0.15, -0.14], [0.08, 0.20, -0.03], [-0.28, -0.12, 0.06], [-0.02, 0.10, 0.08], [0.11, -0.27, -0.22], [-0.10, -0.25, 0.07], [-0.23, 0.20, -0.01], [0.21, 0.03, 0.22], [0.03, 0.02, 0.04], [-0.04, -0.08, -0.02], [0.02, -0.02, -0.09], [0.03, -0.04, -0.03], [-0.04, -0.03, -0.08], [-0.05, -0.04, -0.07], [-0.02, 0.03, 0.01]],
  "de_lowest_kj_mol": 31.2,
  "lumo_energy_ev": -3.6,
  "spin_multiplicity": 1,
  "e_tot_ev": -40517.0455,
  "fmax_ev_per_a": 1.3,
  "total_charge": 1
}